# 1
9
Properties=species:S:1:pos:R:3:mulliken_charge:R:1 method="wB97M-V/def2-TZVPD" total_charge=+1 e_tot_ha=-983.46115 e_homo_ha="-0.417 / -0.524" multiplicity=3 homo_lumo_gap_ev="6.9 / 5.4"
S 3.23 -0.87 -0.03 -0.21
S 0.75 2.00 0.02 0.02
N 0.48 -0.89 0.06 -0.37
N -1.55 0.58 -0.06 -0.31
C -0.28 0.83 -0.01 0.69
C 1.71 -1.02 0.03 0.46
H -2.19 1.36 -0.11 0.25
H -1.96 -0.35 -0.08 0.21
H -0.19 -1.64 0.18 0.25

=====

# 2
8
Properties=species:S:1:pos:R:3:mulliken_charge:R:1 method="wB97M-V/def2-TZVPD" smiles=c1c[nH]nn1 e_tot_ha=-242.19524 e_homo_ha=-0.382 homo_lumo_gap_ev=11.1
N 0.38 1.05 -0.97 -0.13
N 0.53 -1.02 -0.33 -0.11
N 1.02 -0.02 -1.18 -0.37
C -0.48 -0.43 0.42 -0.24
C -0.53 0.86 0.06 -0.29
H -1.00 -1.07 1.12 0.40
H -1.10 1.68 0.48 0.40
H 1.10 -1.05 0.54 0.33

=====

# 3
8
Properties=species:S:1:pos:R:3:mulliken_charge:R:1 method="wB97M-V/def2-TZVPD" e_tot_ha=-242.18560 e_homo_ha=-0.378 homo_lumo_gap_ev=10.2
N -2.67 -0.01 -0.07 -0.40
N 0.17 1.48 0.01 -0.53
N 0.70 -0.84 -0.11 -0.53
C -1.45 0.04 -0.01 0.44
C -0.15 0.27 0.25 0.28
H 1.23 1.54 -0.25 0.22
H 1.75 -0.63 -0.30 0.24
H 0.42 -1.84 0.48 0.28

=====

Summary of relative energy (zero: lowest compared OMol25 entry of this formula, charge and spin) in kJ/mol
103.08, 203.30, 228.61
(order as listed above)